# 1
{"formula": "C16H15NO3S", "method": "ωB97M-V/def2-TZVPD", "charge": 0, "de_lowest_kcal_mol": 35.5, "smiles": "CCSc1ccccc1C(=O)Nc1ccc2c(c1)OCO2", "species": ["C", "C", "H", "H", "S", "C", "C", "C", "C", "C", "C", "C", "O", "N", "C", "C", "C", "C", "C", "C", "H", "O", "C", "O", "H", "H", "H", "H", "H", "H", "H", "H", "H", "H", "H", "H"], "positions_angstrom": [[-1.6856, -1.7451, -1.9292], [-1.5636, -2.4035, -0.5692], [-0.6761, -2.0809, -0.0304], [-1.5359, -3.4890, -0.6647], [-3.0405, -2.1180, 0.4720], [-3.2333, -0.3575, 0.5140], [-4.5379, 0.1130, 0.3857], [-4.8075, 1.4663, 0.4040], [-3.7695, 2.3769, 0.5293], [-2.4725, 1.9184, 0.6610], [-2.1885, 0.5547, 0.6726], [-0.7806, 0.1348, 0.9588], [-0.4828, -0.5831, 1.8870], [0.1075, 0.6820, 0.0731], [1.4971, 0.5355, 0.0114], [2.1616, 1.1484, -1.0472], [3.5416, 1.0582, -1.1958], [4.2265, 0.3343, -0.2515], [3.5623, -0.2822, 0.8105], [2.2018, -0.2016, 0.9713], [1.6990, -0.6777, 1.7940], [4.4721, -0.9312, 1.5974], [5.7321, -0.7063, 1.0031], [5.5713, 0.0854, -0.1546], [6.3895, -0.1853, 1.7178], [6.1884, -1.6713, 0.7293], [4.0516, 1.5349, -2.0154], [1.5946, 1.7109, -1.7745], [-0.2850, 1.2584, -0.6589], [-1.6636, 2.6235, 0.7952], [-3.9699, 3.4374, 0.5332], [-5.8255, 1.8129, 0.3097], [-5.3341, -0.6064, 0.2720], [-0.7972, -1.9555, -2.5216], [-1.7900, -0.6655, -1.8329], [-2.5573, -2.1258, -2.4568]]}


# 2
{"formula": "C18H19N5O6S", "method": "ωB97M-V/def2-TZVPD", "charge": 0, "de_lowest_kcal_mol": 388.2, "species": ["C", "H", "O", "C", "C", "C", "C", "C", "C", "O", "C", "H", "H", "H", "H", "C", "O", "N", "H", "C", "C", "N", "N", "C", "S", "C", "H", "H", "C", "O", "N", "C", "N", "O", "C", "C", "H", "C", "H", "H", "H", "H", "O", "H", "H", "H", "H", "H", "H"], "positions_angstrom": [[5.8900, 0.2813, 1.9044], [5.3778, 0.5319, 2.6845], [5.2771, 0.4926, 0.5918], [4.0793, -0.4164, 0.4078], [3.5522, -1.4667, 1.2050], [2.3267, -2.1114, 1.1409], [1.6285, -1.9872, 0.0499], [2.2092, -0.9495, -1.1879], [3.3149, -0.2056, -0.9065], [3.9727, 0.6112, -1.6739], [3.2972, 1.0111, -2.9239], [3.8766, 1.6365, -3.5584], [3.3849, -0.3129, -3.6106], [2.3545, 1.2784, -2.8358], [1.6835, -0.8909, -2.1229], [0.3945, -2.5948, -0.3587], [0.0876, -2.7843, -1.5732], [-0.2465, -3.2197, 0.6307], [0.1092, -2.7616, 1.4249], [-1.6116, -3.5264, 0.4553], [-2.5026, -2.3813, 0.4046], [-2.5850, -1.4783, 1.6631], [-3.2665, -0.4194, 1.2508], [-3.7571, -0.7079, 0.1663], [-4.6803, 0.4633, -1.1992], [-4.4847, 1.7756, 0.1154], [-5.1231, 1.3802, 1.0354], [-5.0007, 2.7279, -0.4621], [-3.2250, 2.1112, 0.6316], [-2.8900, 2.6392, 1.6486], [-2.1986, 2.0080, -0.4853], [-0.8791, 2.0263, -0.4079], [-0.0157, 1.8422, -1.2720], [1.1928, 1.9002, -0.8719], [1.1515, 2.3436, 0.4402], [-0.0709, 2.6491, 0.9018], [-0.4808, 2.7110, 1.6499], [2.4712, 2.7332, 1.3706], [3.2774, 2.4444, 0.4834], [2.4125, 2.3226, 2.1537], [2.6351, 3.7060, 1.4524], [-2.6289, 1.5916, -1.0925], [-3.3286, -1.9583, -0.4861], [-1.7229, -4.0910, -0.6568], [-1.9530, -4.2873, 0.9876], [2.1994, -2.8008, 1.8137], [4.1102, -1.5435, 2.3440], [6.7951, 0.8413, 1.7770], [6.2684, -0.6365, 1.8455]]}


# 3
{"formula": "C30H55BBrIO9S", "method": "ωB97M-V/def2-TZVPD", "charge": 0, "smiles": "C#C[C@@H]1[C@H](Br)OS(=O)(=O)[C@](CCCCCOCC)([C@H](I)CC)[C@@]1(OCCCC)B(C)O.CC(C)=O.CC(C)=O.CC(C)=O", "e_tot_ev": -140081.946, "species": ["C", "C", "C", "C", "Br", "O", "S", "O", "O", "C", "C", "C", "C", "C", "C", "O", "C", "C", "C", "I", "C", "C", "C", "O", "C", "C", "C", "C", "B", "C", "O", "H", "H", "H", "H", "H", "H", "H", "H", "H", "H", "H", "H", "H", "H", "H", "H", "H", "H", "H", "H", "H", "H", "H", "H", "H", "H", "H", "H", "H", "H", "H", "H", "H", "H", "H", "H", "H", "C", "C", "O", "C", "H", "H", "H", "H", "H", "H", "C", "C", "O", "C", "H", "H", "H", "H", "H", "H", "C", "C", "O", "C", "H", "H", "H", "H", "H", "H"], "positions_angstrom": [[0.5004, -1.2183, 4.8864], [0.8251, -1.5938, 3.7953], [1.2188, -2.0313, 2.4502], [2.7644, -2.1605, 2.3355], [3.8636, -1.1189, 3.5467], [3.1705, -1.8374, 1.0212], [2.3982, -2.6934, -0.1073], [3.0747, -2.3231, -1.3085], [2.4429, -4.0650, 0.3174], [0.6114, -2.0834, -0.0736], [-0.2865, -3.3435, -0.0653], [-1.6032, -3.2898, -0.8777], [-2.9325, -3.2606, -0.1059], [-3.1178, -4.4176, 0.8670], [-4.3984, -4.2814, 1.7017], [-5.4608, -3.7488, 0.9361], [-6.7615, -4.1785, 1.2940], [-7.5600, -3.0310, 1.9041], [0.5386, -1.2217, -1.3486], [-1.0637, 0.2496, -1.3528], [0.4671, -1.8906, -2.7580], [0.8046, -3.3756, -3.0024], [0.5163, -1.2332, 1.2847], [1.0924, 0.0108, 0.9494], [1.4332, 0.9575, 1.9587], [1.4024, 2.3757, 1.3593], [0.9273, 3.4572, 2.3563], [-0.4354, 4.0712, 2.0139], [-0.9928, -1.0333, 1.8477], [-1.7120, 0.3573, 2.0289], [-1.6288, -2.1436, 2.3287], [0.3740, -0.8636, 5.8818], [0.8533, -3.0587, 2.3684], [3.0513, -3.1790, 2.5798], [-0.4912, -3.6706, 0.9505], [0.2940, -4.1538, -0.4977], [-1.6351, -2.4643, -1.5819], [-1.6440, -4.1929, -1.4934], [-3.7212, -3.3402, -0.8572], [-3.0897, -2.2938, 0.3737], [-2.3041, -4.4664, 1.5910], [-3.1658, -5.3569, 0.3106], [-4.6598, -5.2650, 2.1063], [-4.2084, -3.6271, 2.5659], [-7.2603, -4.5077, 0.3756], [-6.7341, -5.0426, 1.9626], [-7.8285, -2.3117, 1.1322], [-6.9367, -2.5130, 2.6362], [-8.4564, -3.3927, 2.4071], [1.3954, -0.5600, -1.3314], [1.1078, -1.2859, -3.3992], [-0.5281, -1.7387, -3.1695], [1.4632, -3.8516, -2.2874], [1.2932, -3.4648, -3.9731], [-0.1057, -3.9740, -3.0653], [2.4598, 0.7643, 2.2639], [0.7620, 0.9184, 2.8184], [2.4090, 2.6247, 1.0249], [0.7753, 2.3778, 0.4645], [0.9305, 3.0634, 3.3747], [1.6535, 4.2724, 2.3157], [-0.3260, 4.7885, 1.2044], [-1.1601, 3.3196, 1.6959], [-0.8542, 4.5576, 2.8979], [-2.7255, 0.2729, 1.6245], [-1.2062, 1.1872, 1.5509], [-1.8147, 0.5353, 3.1068], [-2.4309, -1.9093, 2.8079], [2.2485, 7.5590, -1.7606], [1.8947, 6.8791, -0.4595], [1.1478, 5.9305, -0.4219], [2.5223, 7.4406, 0.7941], [1.7372, 7.0631, -2.5822], [1.9495, 8.6080, -1.7276], [3.3263, 7.5137, -1.9247], [2.2339, 8.4854, 0.9213], [3.6101, 7.3900, 0.7225], [2.1908, 6.8669, 1.6567], [-1.5861, 1.5298, -7.1371], [-1.5737, 1.1722, -5.6688], [-0.7735, 0.3881, -5.2173], [-2.6178, 1.8421, -4.8052], [-0.7968, 0.9869, -7.6516], [-2.5505, 1.2702, -7.5768], [-1.4290, 2.6025, -7.2621], [-3.6142, 1.5806, -5.1660], [-2.5040, 2.9262, -4.8578], [-2.5120, 1.5201, -3.7710], [6.0121, -0.0524, 0.1679], [5.6229, 1.3834, 0.4148], [4.6189, 1.6748, 1.0228], [6.5475, 2.4444, -0.1339], [5.2695, -0.7128, 0.6070], [6.0734, -0.2447, -0.9048], [6.9880, -0.2556, 0.6132], [6.6284, 2.3436, -1.2173], [7.5435, 2.3311, 0.2975], [6.1583, 3.4306, 0.1094]]}


# 4
{"formula": "C12H24CuF3N3OTa", "method": "ωB97M-V/def2-TZVPD", "charge": 2, "de_lowest_kcal_mol": 2.5, "species": ["N", "C", "O", "Cu", "Ta", "N", "N", "C", "C", "C", "C", "C", "C", "C", "C", "H", "H", "H", "H", "H", "H", "H", "H", "H", "H", "H", "H", "H", "H", "H", "H", "H", "H", "C", "H", "H", "H", "C", "H", "H", "H", "F", "C", "F", "F"], "positions_angstrom": [[2.0737, -0.5665, 0.1140], [3.0130, -1.0503, 0.8275], [3.4372, -1.3650, 1.8992], [3.7146, -1.1879, -0.8951], [0.2025, 0.0381, 0.1719], [-0.6528, -1.6241, -0.3544], [-0.2755, 1.8372, -0.4948], [-0.2540, -3.0237, -0.5929], [0.2447, 3.1365, -0.0116], [0.8058, -3.0311, -1.6849], [-1.4363, -3.8908, -1.0133], [0.3431, -3.5683, 0.7026], [0.4928, 4.0814, -1.1828], [-0.8091, 3.7089, 0.9325], [1.5521, 2.9228, 0.7405], [0.4005, -2.5976, -2.6090], [1.1147, -4.0716, -1.8723], [1.6998, -2.4552, -1.3920], [-2.1700, -3.9892, -0.2084], [-1.0578, -4.8968, -1.2410], [-1.9167, -3.4922, -1.9113], [1.1961, -2.9631, 1.0367], [0.6965, -4.5956, 0.5290], [-0.4158, -3.5762, 1.4929], [1.1434, 3.6052, -1.9219], [1.0029, 4.9775, -0.8095], [-0.4356, 4.4049, -1.6615], [-1.7387, 3.9196, 0.3930], [-0.4337, 4.6379, 1.3823], [-1.0250, 2.9882, 1.7324], [1.4213, 2.3164, 1.6528], [1.9193, 3.9151, 1.0442], [2.3078, 2.4642, 0.0860], [-1.3851, 1.9222, -1.4509], [-1.7149, 0.9137, -1.7268], [-2.2356, 2.4653, -1.0117], [-1.0717, 2.4502, -2.3627], [-2.0518, -1.3555, 0.0634], [-2.4044, -2.1235, 0.7710], [-2.1470, -0.3675, 0.5698], [-2.7152, -1.3527, -0.8188], [1.0911, 0.4927, 3.0221], [-0.0683, 0.1019, 2.3317], [-0.3999, -1.1320, 2.9086], [-1.0581, 0.9763, 2.8236]]}


# 5
{"formula": "C11H13Br9F6O4", "method": "ωB97M-V/def2-TZVPD", "charge": 0, "de_lowest_kcal_mol": 50.6, "species": ["C", "C", "O", "C", "O", "C", "F", "F", "F", "H", "H", "H", "H", "H", "C", "C", "O", "C", "O", "C", "F", "F", "F", "H", "H", "H", "H", "H", "C", "Br", "Br", "Br", "H", "C", "Br", "Br", "Br", "H", "C", "Br", "Br", "Br", "H"], "positions_angstrom": [[-15.1707, 9.1961, 1.6814], [-15.6114, 7.9092, 2.4068], [-14.5972, 7.6235, 3.3008], [-13.7696, 6.4466, 3.3540], [-13.9167, 5.5169, 2.5749], [-12.6077, 6.3734, 4.3112], [-11.4820, 6.1104, 3.6045], [-12.5787, 7.5090, 5.0360], [-12.8474, 5.3711, 5.1604], [-15.2002, 10.0766, 2.3234], [-15.8229, 9.3983, 0.8318], [-14.1515, 9.0334, 1.3309], [-15.7132, 7.0651, 1.7248], [-16.4899, 8.0152, 3.0433], [-17.4189, 9.2718, -6.2364], [-18.4334, 8.9739, -5.0914], [-19.0038, 7.7122, -5.2793], [-18.4011, 6.5748, -4.9803], [-17.3988, 6.4746, -4.2826], [-19.1201, 5.3379, -5.5006], [-18.2406, 4.3879, -5.8774], [-19.9213, 4.7909, -4.5820], [-19.9463, 5.6351, -6.4747], [-17.8353, 9.4345, -7.2305], [-16.6277, 8.5269, -6.3219], [-16.9413, 10.2311, -6.0369], [-19.1481, 9.7909, -5.1910], [-17.9697, 9.1401, -4.1190], [-16.6416, 14.2904, 0.8834], [-17.0246, 12.5566, 1.7658], [-17.3589, 14.2346, -0.9524], [-14.7087, 14.6495, 0.7888], [-17.1289, 15.0294, 1.5195], [-18.7782, 11.2047, -1.3388], [-19.2180, 12.1290, -3.0224], [-17.2409, 9.9939, -1.6030], [-20.3708, 10.1401, -0.8496], [-18.6668, 11.8507, -0.4679], [-20.9641, 14.5383, -0.0015], [-21.9332, 13.6164, -1.4768], [-20.2938, 13.2387, 1.4387], [-22.1997, 15.7638, 0.9106], [-20.1102, 15.0746, -0.4153]]}


# 6
{"formula": "C5H10O2", "method": "ωB97M-V/def2-TZVPD", "charge": 0, "de_lowest_kcal_mol": 124.2, "species": ["C", "O", "C", "C", "C", "C", "O", "H", "H", "H", "H", "H", "H", "H", "H", "H", "H"], "positions_angstrom": [[-1.8719, -1.4748, -0.4616], [-0.7398, -0.7805, 0.0073], [-0.7093, 0.5545, -0.4621], [0.4207, 1.3310, 0.1633], [0.8331, 1.2299, 1.4471], [2.0479, 0.0976, -0.4506], [1.9739, -1.1490, 0.0038], [-2.8014, -0.9873, -0.1328], [-1.8326, -2.4843, -0.0460], [-1.8790, -1.5332, -1.5605], [-0.5924, 0.5626, -1.5554], [-1.6679, 1.0441, -0.2171], [0.6951, 2.2149, -0.4099], [1.5117, 1.9606, 1.8755], [0.5335, 0.3924, 2.0703], [2.9494, 0.5272, 0.0481], [1.1291, -1.5058, -0.3195]]}